127
Properties=species:S:1:pos:R:3:forces:R:3 method="wB97M-V/def2-TZVPD" spin_multiplicity=1
C 2.717070 24.836050 -12.418740 1.1 2.0 1.0
C 4.253280 24.898600 -12.326890 0.6 -2.1 0.9
O 4.650170 23.890740 -11.344500 1.3 -1.6 1.7
P 6.155030 23.669100 -10.664850 0.0 4.0 -2.4
O 6.802150 24.836080 -10.009090 -1.3 -1.4 -0.5
O 7.064410 23.320800 -11.938140 0.4 -0.6 -0.9
C 6.895050 22.127480 -12.754190 0.3 -0.2 -0.2
C 7.912360 22.016320 -13.990790 -1.1 0.5 1.7
O 5.975030 22.374050 -9.856590 -0.7 0.1 0.4
C 7.001390 21.923640 -8.979940 -0.4 -2.4 1.5
C 6.267580 20.819820 -8.173320 0.2 0.3 -0.2
H 2.482990 25.574010 -13.186020 -0.5 -0.5 -0.5
H 2.245640 23.855600 -12.486390 0.5 0.1 -0.5
H 2.335370 25.325280 -11.522600 -0.2 -0.2 0.3
H 4.683590 24.564640 -13.271030 0.2 0.4 -0.1
H 4.773250 25.761190 -11.910150 -0.8 0.8 -0.8
H 7.103670 21.287090 -12.092130 0.1 -0.2 -0.1
H 5.833240 22.037720 -12.983570 0.0 0.1 -0.5
H 7.936940 22.901700 -14.626090 0.1 0.2 0.4
H 8.863300 21.809480 -13.499860 0.2 0.2 -0.5
H 7.669430 21.206250 -14.678440 -0.2 -0.3 0.4
H 7.821860 21.519360 -9.572800 -0.1 -0.1 -0.2
H 7.461360 22.559240 -8.223280 -0.5 1.2 -0.6
H 5.610010 20.259240 -8.837740 0.6 -0.5 -0.1
H 7.002820 20.232000 -7.623790 -0.1 -0.4 -0.2
H 5.567670 21.201740 -7.430110 0.3 0.5 -0.1
C 5.267120 16.641500 -6.796120 -1.7 0.3 0.4
C 3.804410 16.153950 -6.313550 1.5 0.1 -1.0
O 3.688790 14.777770 -6.050890 0.4 -2.6 2.5
P 3.675800 14.053760 -4.531650 1.5 3.1 -0.7
O 4.883380 14.433320 -3.666720 -3.4 -1.3 -1.9
O 2.214570 14.467680 -3.940210 2.2 -0.7 -0.1
C 1.043020 14.107510 -4.722530 -0.1 0.6 0.9
C -0.106530 14.660080 -3.950570 -0.4 1.6 0.1
O 3.515700 12.554760 -5.049660 -0.1 1.3 1.0
C 4.136510 11.555370 -4.224430 0.2 -2.2 -3.1
C 4.299480 10.387550 -5.337790 0.5 0.7 0.8
H 6.095290 16.273500 -6.190470 -0.3 -0.1 0.2
H 5.512880 16.535910 -7.852800 -0.4 -0.8 0.0
H 5.205430 17.727410 -6.724690 0.2 0.2 0.4
H 3.484780 16.737480 -5.450170 0.0 0.2 -0.1
H 3.085680 16.189210 -7.132260 0.1 1.2 -0.1
H 1.112290 14.714100 -5.625500 0.0 -0.9 -0.5
H 0.976570 13.020980 -4.778510 0.3 0.2 -0.8
H -0.953430 14.861700 -4.606460 -0.3 -0.9 0.1
H -0.336810 14.186200 -2.996360 -0.1 -0.2 -0.3
H 0.190870 15.685410 -3.730640 0.1 0.2 0.4
H 5.135900 11.903540 -3.963480 -0.2 -0.2 0.4
H 3.524820 11.285500 -3.363560 0.0 0.1 -0.1
H 4.882330 10.776100 -6.172900 1.0 0.3 0.6
H 4.754930 9.494420 -4.910000 0.1 0.0 -0.1
H 3.479240 10.100860 -5.995890 -1.1 0.0 1.1
C 7.730270 21.216000 -4.790250 0.6 -0.8 -0.4
C 7.126230 22.581970 -4.751390 2.0 0.8 0.3
O 6.010450 22.600880 -5.554680 -3.3 1.0 -1.4
P 5.215800 23.930800 -6.075200 0.5 0.5 -0.8
O 6.040090 24.836600 -6.950640 -1.7 -1.5 2.3
O 3.931630 23.269880 -6.833080 1.5 -0.4 0.8
C 3.264190 24.044970 -7.799560 -1.4 0.8 -1.8
C 2.122790 23.351880 -8.558120 -0.4 0.0 0.8
O 4.510320 24.576340 -4.733230 1.9 -0.3 -1.6
C 3.456080 23.907470 -4.090160 -1.9 1.0 1.3
C 3.052090 24.643330 -2.786990 1.0 -0.1 -0.1
H 6.989970 20.421920 -4.887580 -0.1 0.0 0.6
H 8.348580 21.090770 -5.679130 0.0 0.2 -0.2
H 8.434840 21.080250 -3.969730 -0.3 -0.2 0.2
H 6.955440 22.947560 -3.738830 -0.4 -0.1 0.1
H 7.872580 23.236550 -5.201480 0.1 0.5 0.2
H 2.759030 24.906620 -7.363120 0.3 0.2 0.6
H 3.881630 24.454460 -8.599050 0.8 -0.2 0.4
H 1.294080 23.109160 -7.892970 0.1 -0.4 0.3
H 1.676730 24.143740 -9.159850 0.2 0.0 -0.4
H 2.357410 22.480690 -9.169750 0.3 0.3 0.1
H 2.562140 23.988560 -4.708530 0.1 -0.6 -0.4
H 3.647840 22.873400 -3.803730 0.4 -0.1 -0.5
H 3.942230 24.819680 -2.183120 0.1 -0.4 0.2
H 2.636130 25.646340 -2.882170 -0.3 -0.2 -0.6
H 2.354650 24.000080 -2.250410 0.0 0.1 0.1
C -0.585820 10.673790 -6.112710 1.1 -0.2 -0.7
C 0.585450 11.113440 -7.133100 -0.5 0.9 1.1
O 0.608690 12.537300 -7.626610 -3.3 0.1 -0.5
P -0.845920 13.285190 -7.987090 0.1 0.2 1.1
O -1.582170 13.932040 -6.827880 1.8 -1.2 -2.4
O -0.460130 14.308020 -9.227290 -1.7 -2.9 1.4
C 0.417070 15.396110 -9.209830 2.3 -0.1 0.0
C -0.184520 16.644120 -8.661530 -0.5 0.3 -0.5
O -1.789920 12.087990 -8.690660 4.4 1.7 2.5
C -2.795690 12.550920 -9.457390 -4.4 0.0 -2.0
C -4.194390 12.165630 -8.855750 -0.5 0.1 -0.5
H -0.750220 11.327560 -5.256170 0.2 0.5 -0.4
H -1.555530 10.399490 -6.528050 0.1 0.6 -0.5
H -0.295380 9.741410 -5.628550 0.6 -0.2 -0.2
H 1.553830 11.124430 -6.632880 -0.2 -0.3 0.3
H 0.704490 10.489490 -8.018880 -0.5 -0.1 0.1
H 1.373610 15.099980 -8.779200 0.0 -0.1 0.9
H 0.774480 15.490950 -10.235180 -0.6 0.4 -0.4
H -0.510960 16.576200 -7.623780 0.0 -0.1 -0.1
H 0.474840 17.502150 -8.792430 0.1 -0.1 0.1
H -1.039630 16.801110 -9.318970 -0.4 0.4 0.3
H -2.934230 13.611270 -9.668500 1.1 0.3 0.5
H -2.634450 12.111000 -10.441540 -0.4 -0.1 -0.2
H -4.735000 11.361440 -9.354870 0.7 -0.7 0.1
H -4.169480 12.011870 -7.776940 0.3 -0.2 -0.1
H -4.950530 12.935580 -9.009130 0.4 0.7 0.1
C 2.361780 11.203020 -12.612710 1.0 -0.9 -0.2
C 3.067980 10.697790 -11.315120 -1.7 -0.3 -2.5
C 2.431160 9.333800 -11.048340 -2.9 2.2 2.4
F 2.332720 8.462980 -12.011680 1.8 -1.7 -2.3
F 2.971170 8.818460 -9.941760 0.4 -0.6 0.3
F 4.337860 10.486400 -11.538050 2.4 0.1 -0.4
F 2.942740 11.571350 -10.309980 -0.3 -0.3 0.5
O 3.058740 12.286650 -13.203310 -0.1 2.5 0.6
C 2.465470 13.553610 -13.115200 -0.4 -0.7 0.7
C 3.424790 14.789810 -13.273280 0.9 -1.5 0.0
F 2.769540 15.948150 -13.391630 -0.7 -0.1 -0.3
F 4.192360 14.898750 -12.170180 0.0 -0.3 0.2
F 1.532890 13.609390 -14.082420 -0.3 0.4 -0.3
F 1.806980 13.699930 -11.930610 0.2 -0.1 -0.3
H 1.280480 11.248760 -12.483090 0.1 0.8 0.1
H 2.513920 10.435940 -13.372010 0.0 -0.3 0.3
H 1.362640 9.520100 -10.940400 -0.3 0.6 1.4
H 4.076850 14.601920 -14.126290 0.0 0.3 -0.2
C 3.104960 18.780140 -11.037920 0.8 1.5 0.3
Br 4.815570 17.897040 -10.369100 -2.0 0.6 -0.8
Br 3.550000 20.154710 -12.411720 0.0 -0.8 0.6
Br 2.171900 19.773150 -9.582870 0.6 -1.0 -0.6
H 2.353980 18.167470 -11.536690 0.6 -0.5 0.4

---

110
Properties=species:S:1:pos:R:3:forces:R:3 method="wB97M-V/def2-TZVPD" spin_multiplicity=1
C 1.439920 -2.896927 3.315868 0.2 0.6 0.3
C 0.999268 -1.929088 2.219621 0.1 -0.5 -0.2
C 0.502824 -2.616718 0.923987 0.6 0.9 -1.0
C -0.820339 -2.067416 0.398427 -1.5 0.1 0.4
C -0.832465 -0.550362 0.201264 0.3 -0.5 0.2
C -2.168075 0.117246 -0.149042 0.0 0.3 0.2
C -2.932748 0.901084 0.950446 -0.2 -0.3 0.2
C -2.098892 1.343266 2.156146 -0.2 0.8 -0.3
C -4.238163 0.180816 1.344267 0.3 0.9 -0.3
C -5.075620 0.910912 2.413796 0.2 -1.9 0.2
C -6.005365 -0.029506 3.177181 -0.1 0.2 -0.5
C -7.136322 -0.580973 2.699720 0.0 0.0 0.3
C -7.272407 -1.272506 1.371834 -0.9 1.0 -0.2
C -8.377577 -0.566122 3.581095 0.8 -1.4 0.2
O -1.207237 -2.573653 -0.909395 0.5 -1.2 -0.3
C -2.380581 -3.252685 -0.872518 -0.4 -0.1 -0.8
O -2.775226 -3.982551 -1.745339 0.3 1.2 1.2
O -3.037755 -2.940905 0.292036 0.0 0.2 -0.5
C -1.939518 -2.771051 1.186222 0.5 -1.8 0.8
C -2.203628 -2.442546 2.647080 -0.5 1.1 -0.6
C -3.461281 -3.044489 3.208518 -0.9 -1.0 -0.4
O -4.158519 -3.875746 2.721574 0.8 0.9 0.6
Br -3.900352 -2.351496 5.017380 0.2 -0.1 -0.3
H 0.626175 -3.267273 3.937503 -0.1 -0.3 -0.2
H 2.091278 -2.346775 3.995552 0.0 0.0 0.1
H 2.035327 -3.724229 2.938135 -0.1 -0.2 -0.1
H 0.253055 -1.237798 2.604273 -0.1 0.0 0.2
H 1.856491 -1.312677 1.961648 0.0 0.2 0.0
H 1.227895 -2.373666 0.143790 0.1 -0.2 -0.1
H 0.494508 -3.701736 0.992726 -0.2 -0.1 0.1
H -0.180126 -0.404667 -0.660133 0.2 0.0 0.0
H -0.297877 -0.109466 1.038077 -0.2 0.4 0.0
H -1.956664 0.819587 -0.953858 0.1 0.1 0.0
H -2.865298 -0.592446 -0.588635 0.1 -0.2 -0.1
H -3.287216 1.818292 0.477313 0.1 0.1 -0.1
H -2.486033 2.312157 2.471551 0.0 0.0 0.2
H -1.063535 1.540437 1.877219 0.1 -0.2 0.2
H -2.175896 0.704526 3.034816 0.2 -0.3 -0.1
H -4.077804 -0.863568 1.600508 0.1 0.0 0.2
H -4.833679 0.188189 0.432082 -0.1 -0.4 -0.1
H -4.475638 1.391806 3.182429 0.3 0.1 -0.1
H -5.704802 1.665717 1.951936 0.1 0.2 -0.1
H -5.773304 -0.251887 4.214460 -0.5 1.2 0.5
H -6.646780 -0.857077 0.588989 0.1 -0.1 -0.1
H -8.315394 -1.225296 1.052559 0.0 0.0 -0.3
H -7.052207 -2.332495 1.485510 0.3 -0.1 0.1
H -9.256942 -0.562865 2.943547 -0.1 0.1 0.0
H -8.419647 -1.469205 4.200756 -0.3 0.0 0.1
H -8.373338 0.294100 4.234448 -0.1 0.1 0.1
H -1.568152 -3.804671 1.245363 0.2 0.0 0.1
H -2.223191 -1.362887 2.784797 -0.1 0.0 0.3
H -1.370633 -2.832833 3.225824 0.1 0.0 0.1
O 2.474158 1.296370 1.452566 -3.2 1.1 -0.1
P 2.693087 2.744868 1.851027 6.3 -0.4 0.6
N 3.819350 3.176031 0.605815 0.1 0.6 -0.2
C 5.123708 2.538729 0.533699 0.1 -0.2 0.3
C 3.183669 3.150555 -0.712948 -0.3 0.0 0.1
N 3.370164 2.430909 3.415655 -0.8 -0.5 0.8
C 4.775126 2.534190 3.726769 0.1 0.5 -0.1
C 2.752323 1.340558 4.160818 0.1 -0.3 -0.3
N 2.533081 4.397928 2.298183 -2.1 -0.6 -0.4
C 3.269177 5.536243 1.775292 -0.1 0.2 -0.7
C 1.610038 4.723674 3.377058 -0.1 0.0 0.1
H 5.615963 2.806496 -0.402465 -0.2 0.0 -0.1
H 5.069198 1.444238 0.587177 0.0 0.0 0.0
H 5.786599 2.901020 1.318701 -0.1 -0.1 0.1
H 2.206273 3.643697 -0.675104 0.0 0.0 0.0
H 3.030530 2.129700 -1.080509 0.0 0.0 0.0
H 3.790870 3.699423 -1.435893 0.1 0.0 0.1
H 5.358740 1.713659 3.287721 0.1 0.0 0.0
H 4.922703 2.506042 4.809679 -0.1 -0.1 0.0
H 5.186832 3.490312 3.397244 0.0 -0.1 -0.2
H 3.140497 0.356648 3.861559 -0.1 0.0 0.1
H 1.672561 1.332517 4.010844 0.0 -0.1 -0.1
H 2.924857 1.473900 5.231774 0.1 0.1 0.0
H 4.339705 5.432931 1.957342 0.0 -0.1 -0.1
H 2.937142 6.454601 2.265045 -0.2 -0.2 0.2
H 3.107413 5.681215 0.708013 0.1 0.0 0.0
H 2.158021 4.998031 4.283384 0.0 0.0 0.0
H 0.970969 3.873818 3.616426 0.1 0.0 0.0
H 0.948663 5.548821 3.100090 0.0 0.0 0.0
O 2.396479 0.285100 -3.673750 -0.4 2.5 -1.9
P 1.974018 -0.353207 -4.978920 0.1 -5.4 1.6
N 0.543892 -1.183107 -4.470864 -0.3 -0.2 -0.4
C 0.623605 -2.291243 -3.532492 0.4 -0.2 0.0
C -0.486361 -0.244070 -4.037243 0.1 0.3 -0.2
N 3.378773 -1.333209 -5.230521 0.8 0.5 -0.1
C 3.403786 -2.767048 -5.068353 -0.3 -0.2 -0.3
C 4.644125 -0.739903 -4.814767 -0.1 0.1 0.4
N 1.551422 -0.532665 -6.631509 0.2 2.2 0.3
C 0.417321 -1.255005 -7.182714 -0.6 0.2 0.2
C 2.449126 0.032637 -7.629038 0.1 0.0 0.0
H -0.371261 -2.575548 -3.196808 -0.1 0.2 0.0
H 1.223898 -2.052619 -2.644371 0.0 0.0 0.0
H 1.025922 -3.186564 -4.005938 0.2 0.1 0.0
H -0.569402 0.587734 -4.745080 0.0 0.0 0.0
H -0.270347 0.177461 -3.047110 0.0 0.0 0.0
H -1.460175 -0.738066 -4.007061 0.1 -0.1 0.0
H 3.359042 -3.066440 -4.012425 0.0 -0.1 0.0
H 4.324597 -3.176629 -5.492319 0.1 0.1 0.0
H 2.588297 -3.244010 -5.616132 -0.1 0.0 0.1
H 4.828334 -0.858471 -3.738647 0.1 0.1 0.0
H 4.664211 0.325660 -5.040242 0.0 0.0 0.1
H 5.470068 -1.198735 -5.364484 -0.1 -0.1 0.0
H 0.454652 -2.312898 -6.919844 0.0 0.0 0.1
H 0.422377 -1.184804 -8.272745 0.2 0.2 0.0
H -0.536706 -0.845519 -6.852580 0.0 -0.1 0.0
H 2.996156 -0.759403 -8.149313 0.0 0.0 0.0
H 3.180019 0.696273 -7.167450 0.0 -0.1 0.0
H 1.902200 0.627298 -8.365595 0.0 0.0 0.0

---

Kohn-Sham gap, record by record: 9.2; 7.6 eV
E_tot, record by record: -12347.7634; -5218.6151 Eh
E_HOMO, record by record: -9.95; -7.66 eV